Formula: C8H16N2
Source: the Open Molecules 2025 dataset
Level of theory: ωB97M-V/def2-TZVPD

```
26
Properties=species:S:1:pos:R:3:mulliken_charge:R:1
C -0.83550 -1.51443 -1.34273 -1.0246
C 2.38413 -0.83341 -0.45793 -1.6135
N -0.30238 -0.96108 -0.10704 -0.3315
C 1.38495 -0.84938 0.68169 1.1964
N 1.45270 -1.69880 1.66534 -1.0007
H -0.69483 -1.47150 0.68076 0.4571
H 2.32591 -2.22249 1.67981 0.2285
H -0.36116 -1.04254 -2.20053 0.3148
H -0.65351 -2.58927 -1.38753 0.3542
H -1.91177 -1.33787 -1.39343 0.3257
H 1.95524 -0.38039 -1.34908 0.3422
H 3.25997 -0.24827 -0.16932 0.3650
H 2.69146 -1.84439 -0.71603 0.3976
C -0.33310 1.53329 -1.00364 -2.0604
C -0.39525 0.73082 0.27655 1.7219
C -1.62044 0.90082 1.09339 -0.5611
C 0.88486 0.68282 1.06441 -1.0649
C -2.68631 1.62606 0.78130 -0.9331
H -1.62395 0.32178 2.01468 0.3128
H -1.19207 1.32990 -1.64139 0.4562
H -0.30551 2.59750 -0.76453 0.4659
H 0.56677 1.29323 -1.56582 0.4096
H 0.69804 0.70169 2.13761 0.3960
H 1.61606 1.41650 0.72836 0.3214
H -2.73498 2.23997 -0.10877 0.2433
H -3.56934 1.61944 1.40386 0.2812
```

The LUMO energy is 0.78 eV. The spin multiplicity is 1. Its highest occupied orbital energy is -7.36 eV. The calculation puts the HOMO-LUMO gap at 8.14 eV.

Formula: C5H5Cl
Source: the Open Molecules 2025 dataset
Level of theory: ωB97M-V/def2-TZVPD

```
11
Properties=species:S:1:pos:R:3:mulliken_charge:R:1
C 0.30916 -2.46634 0.10570 -0.0327
C 0.25412 -1.32779 0.50294 -0.4686
C 0.00081 0.82350 -1.07176 -0.7499
C -0.81304 1.07066 0.24115 -0.3946
C 0.27401 0.09608 0.70702 0.2253
Cl 1.81667 0.72838 1.33140 -0.1921
H 0.36580 -3.50791 0.26412 0.3900
H -0.20205 -0.06944 -1.55865 0.3744
H 0.66675 1.67030 -1.24585 0.2965
H -0.80730 2.15148 0.44561 0.2858
H -1.86493 0.83109 0.27831 0.2658
```

The LUMO energy is 0.59 eV. The spin multiplicity is 1. Its highest occupied orbital energy is -8.40 eV. The calculation puts the HOMO-LUMO gap at 8.99 eV.

Formula: C25H28CrF5O3
Source: the Open Molecules 2025 dataset
Level of theory: ωB97M-V/def2-TZVPD

```
62
Properties=species:S:1:pos:R:3:mulliken_spin:R:1
O -0.27620 -0.63327 -4.00361 0.0048
C -0.17471 0.70109 -4.61487 0.0001
C -0.13276 0.20307 -6.05073 0.0000
H 0.75581 1.19441 -4.31589 -0.0003
H -1.03427 1.34117 -4.37610 -0.0001
C -0.13471 -1.17039 -5.35812 0.0004
H 0.77810 0.47010 -6.58459 0.0000
H -1.04611 0.33279 -6.63310 0.0000
C 1.14666 -1.94494 -5.61243 0.0000
H 2.04979 -1.35343 -5.40128 0.0000
H 1.16868 -2.19161 -6.69013 0.0000
H 1.14046 -2.87855 -5.02341 0.0000
C -1.32367 -1.99461 -5.76336 0.0000
H -2.24426 -1.44115 -5.58441 0.0000
H -1.32668 -2.92327 -5.18966 0.0000
H -1.23509 -2.21202 -6.83104 0.0000
Cr -0.93272 -1.51007 1.54594 3.8222
C -2.75123 -1.28294 2.85686 -0.0312
C -2.09812 0.00272 2.84569 0.1172
C -1.98163 0.44708 1.47933 -0.0695
H -1.82803 0.57168 3.72022 -0.0048
C -2.62894 -0.54668 0.61737 0.0949
C -3.08700 -1.63387 1.47959 -0.0074
H -3.64444 -2.50369 1.16248 -0.0010
H -3.05123 -1.81236 3.74443 -0.0014
H -1.59423 1.41834 1.17495 -0.0006
H -2.85819 -0.43966 -0.44621 0.0200
C 0.26675 -2.53468 3.10358 0.0834
C -0.18904 -3.46198 2.07946 -0.0896
C 0.37567 -3.04138 0.80672 0.0266
H -0.78600 -4.36115 2.26072 -0.0127
C 1.23249 -1.88739 1.06205 0.1797
C 1.17550 -1.59612 2.47597 -0.0566
H 1.81893 -0.89088 2.99437 -0.0006
H 0.10812 -2.63371 4.17625 0.0015
H 0.35018 -3.60352 -0.13132 -0.0007
H 1.92520 -1.42921 0.35120 0.0017
O 1.68866 1.20725 -1.73965 0.0029
C 0.49033 0.41857 -1.53553 -0.0679
C -0.75254 1.31057 -1.66802 0.0156
H 0.56600 0.01157 -0.49748 0.0039
H 0.49903 -0.43735 -2.23337 -0.0108
C -0.17394 2.71509 -1.90569 -0.0032
H -1.30169 1.25335 -0.72752 0.0005
H -1.41671 0.99638 -2.47089 -0.0054
C 1.31250 2.59250 -1.52346 0.0032
H -0.77713 3.47227 -1.39457 0.0002
H -0.19787 2.91381 -2.98484 0.0000
H 1.44744 2.92205 -0.47031 -0.0002
H 1.96064 3.20403 -2.16627 0.0001
F 2.57993 3.18132 8.09255 0.0000
C 2.08531 2.61989 6.98266 -0.0001
C 2.40365 3.15873 5.72955 0.0003
F 3.21875 4.22325 5.65368 0.0000
C 1.87871 2.60425 4.58814 -0.0008
F 2.19234 3.09499 3.38090 -0.0004
C 0.99105 1.47774 4.63081 -0.0011
O 0.50940 0.98171 3.58870 -0.0144
C 0.71908 0.95041 5.94600 0.0014
F -0.06725 -0.14254 6.02438 0.0007
C 1.24831 1.50881 7.07806 -0.0004
F 0.96288 0.99144 8.29524 0.0000
```

The net charge is -1. The LUMO energy (spin up / spin down) is 2.13 / 2.13 eV. The spin multiplicity is 5. Its highest occupied orbital energy (spin up / spin down) is -2.75 / -3.65 eV. The calculation puts the HOMO-LUMO gap (spin up / spin down) at 4.88 / 5.78 eV.

Number 1: F_max 2.54 eV/A. Number 2: F_max 5.59 eV/A. Number 3: F_max 2.35 eV/A.